{
  "formula": "C4H8N2O",
  "method": "ωB97M-V/def2-TZVPD",
  "spin_multiplicity": 1,
  "energy_ha": -341.79054,
  "homo_energy_ev": -8.08,
  "charge": 0,
  "lumo_energy_ev": -0.7,
  "relative_energy_kj_mol": 559.5,
  "species": ["N", "C", "O", "C", "N", "C", "C", "H", "H", "H", "H", "H", "H", "H", "H"],
  "xyz": [[-1.517955, 0.017845, -0.205353], [-1.337506, 0.902617, 0.742405], [-2.064504, 1.629127, 1.426883], [0.193429, 1.100015, 1.109265], [1.026360, 0.339200, 0.214459], [1.273910, 0.123956, -1.226136], [1.413425, -0.808908, -0.096029], [-2.525912, -0.046938, -0.350934], [-0.834023, -2.204604, -0.722843], [0.442276, 2.154963, 1.014737], [0.377189, 0.756303, 2.127883], [0.372851, 0.044894, -1.832617], [2.152543, 0.626013, -1.622983], [-0.500098, -2.847147, -0.927708], [1.528015, -1.787338, 0.348970]],
  "forces_ev_per_a": [[-0.1, 0.2, 0.2], [0.1, 0.0, 0.0], [0.1, -0.1, -0.1], [0.0, 0.2, 0.2], [0.1, -0.5, 0.0], [0.0, 0.1, -0.3], [-0.2, 0.3, 0.3], [0.1, -0.1, -0.1], [0.1, -0.1, 0.0], [0.0, -0.1, 0.0], [0.0, 0.0, -0.1], [0.1, 0.0, 0.1], [-0.1, -0.1, 0.0], [0.0, 0.0, 0.0], [0.0, 0.1, -0.1]],
  "mulliken_charge": [-0.552, 0.339, -0.690, -0.295, 0.108, -0.406, -0.065, 0.189, -0.253, 0.230, 0.232, 0.289, 0.253, 0.249, 0.371]
}